Entry 1:
Computed, not measured: C42H46BN15O2Zr as an isolated structure, with the ωB97M-V functional and the def2-TZVPD basis.

Positions of all 107 atoms, in Å:
Zr: -0.326 -0.057 -0.491
C: -2.538 -2.960 2.276
C: -2.000 -2.540 1.063
N: -1.518 -1.303 1.167
N: -1.766 -0.898 2.423
C: -2.368 -1.877 3.116
B: -1.482 0.556 2.880
N: -2.142 1.540 1.875
C: -2.824 2.671 2.138
C: -2.942 3.395 0.974
C: -2.260 2.636 0.024
N: -1.784 1.521 0.569
N: 0.032 0.821 2.805
C: 0.844 1.452 3.669
C: 2.004 1.798 3.008
C: 1.807 1.349 1.706
N: 0.626 0.752 1.583
N: -2.091 0.728 4.256
C: -3.421 0.745 4.533
C: -3.571 0.697 5.894
C: -2.252 0.635 6.381
N: -1.371 0.643 5.399
H: -3.002 -3.903 2.503
H: -1.965 -3.069 0.125
H: -2.645 -1.738 4.146
H: -3.163 2.895 3.134
H: -3.422 4.347 0.841
H: -2.051 2.863 -1.006
H: 0.527 1.604 4.684
H: 2.855 2.320 3.406
H: 2.443 1.462 0.843
H: -4.155 0.776 3.746
H: -4.489 0.706 6.454
H: -1.914 0.589 7.403
C: -0.447 -7.515 -1.174
C: -0.053 -6.093 -0.925
C: 0.879 -5.760 0.068
C: 1.230 -4.460 0.288
C: 0.636 -3.373 -0.432
N: 0.837 -2.097 -0.089
C: 1.787 -1.861 0.950
C: 1.541 -2.202 2.277
C: 2.497 -1.964 3.244
C: 3.731 -1.400 2.914
C: 4.750 -1.121 3.980
C: 3.958 -1.037 1.596
C: 2.985 -1.241 0.626
N: 3.164 -0.729 -0.680
C: 4.310 -0.609 -1.387
C: 3.997 0.013 -2.569
C: 2.616 0.247 -2.491
N: 2.117 -0.207 -1.357
C: -0.201 -3.745 -1.545
C: -0.541 -5.073 -1.734
N: -0.631 -2.802 -2.495
C: -1.418 -3.037 -3.582
C: -1.285 -1.977 -4.432
C: -0.389 -1.113 -3.778
N: -0.011 -1.596 -2.612
H: -0.251 -8.136 -0.303
H: -1.504 -7.592 -1.428
H: 0.122 -7.925 -2.011
H: 1.329 -6.543 0.663
H: 1.954 -4.235 1.054
H: 0.586 -2.643 2.537
H: 2.281 -2.213 4.275
H: 4.933 -2.006 4.589
H: 5.697 -0.798 3.552
H: 4.392 -0.334 4.645
H: 4.875 -0.528 1.328
H: 5.243 -0.984 -1.003
H: 4.665 0.263 -3.372
H: 1.974 0.756 -3.190
H: -1.174 -5.350 -2.564
H: -2.001 -3.932 -3.687
H: -1.767 -1.838 -5.382
H: -0.050 -0.138 -4.091
C: -3.120 2.647 -4.763
C: -2.140 1.967 -3.858
N: -0.878 2.172 -3.858
O: -0.497 3.155 -4.755
C: -2.626 0.955 -2.886
C: -4.072 0.568 -2.878
N: -1.790 0.432 -2.080
O: -2.177 -0.559 -1.251
H: -2.604 3.111 -5.598
H: -3.666 3.426 -4.227
H: -3.851 1.936 -5.143
H: 0.446 3.255 -4.578
H: -4.698 1.456 -2.950
H: -4.308 0.026 -1.967
H: -4.309 -0.071 -3.733
C: 2.908 4.485 -0.470
C: 1.603 4.427 -1.275
C: 1.894 4.738 -2.748
C: 0.612 5.459 -0.721
C: 1.022 3.083 -1.151
C: 0.524 1.987 -1.008
H: 3.364 5.473 -0.559
H: 3.622 3.744 -0.836
H: 2.717 4.289 0.587
H: 2.408 5.696 -2.841
H: 0.963 4.807 -3.313
H: 2.526 3.965 -3.192
H: 1.022 6.466 -0.809
H: 0.399 5.259 0.329
H: -0.329 5.418 -1.272

## Properties
* energy relative to the best compared isomer or geometry (same formula, charge and spin): 0.0 kcal/mol
* 2S+1: 2
* E_LUMO (alpha / beta): -0.0818 / -0.1720 Ha
* charge: +1
* HOMO energy (alpha / beta): -10.4971 / -10.5005 eV

=====

Entry 2:
Computed, not measured: C42H46F12MnN7O2PS as an isolated structure at a distorted geometry, with the ωB97M-V functional and the def2-TZVPD basis.

Positions of all 112 atoms, in Å:
Mn: -0.830 0.085 1.508
C: -2.684 4.509 6.772
C: -2.035 3.711 5.700
C: -0.733 3.885 5.244
C: -0.276 3.300 4.110
C: -0.964 2.394 3.326
N: -0.308 1.704 2.333
C: 1.058 1.996 2.161
C: 1.346 3.167 1.342
C: 2.617 3.491 1.018
C: 3.698 2.878 1.726
C: 5.095 3.225 1.295
C: 3.415 1.754 2.514
C: 2.109 1.302 2.715
C: 1.784 -0.140 3.181
O: 0.693 -0.650 2.514
C: 1.440 -0.028 4.715
F: 1.772 -1.172 5.390
F: 1.981 1.067 5.369
F: 0.145 0.186 4.893
C: 2.967 -1.141 2.977
F: 4.029 -0.885 3.785
F: 3.422 -1.173 1.728
F: 2.586 -2.379 3.343
C: -2.268 2.170 3.751
C: -2.792 2.883 4.869
C: -3.178 1.177 2.970
O: -2.576 0.069 2.371
C: -3.991 1.998 1.951
F: -4.818 1.259 1.252
F: -3.188 2.605 1.044
F: -4.687 3.016 2.553
C: -4.225 0.570 3.962
F: -4.988 -0.390 3.343
F: -5.133 1.353 4.638
F: -3.614 -0.061 4.943
H: -3.358 5.273 6.428
H: -1.900 4.935 7.384
H: -3.362 3.883 7.389
H: -0.076 4.583 5.781
H: 0.713 3.566 3.786
H: 0.483 3.643 0.917
H: 2.972 4.316 0.304
H: 5.859 2.741 1.952
H: 5.268 4.331 1.216
H: 5.325 2.760 0.361
H: 4.214 1.161 2.968
H: -3.837 2.750 5.129
S: -0.892 0.961 -0.914
C: 0.592 0.660 -1.846
N: 0.664 1.479 -2.868
N: 1.708 1.126 -3.712
C: 1.959 1.799 -4.833
C: 1.166 2.908 -5.218
C: 1.255 3.458 -6.491
C: 2.013 2.821 -7.510
C: 2.863 1.833 -7.099
C: 2.893 1.346 -5.809
N: 1.412 -0.416 -1.663
N: 1.072 -1.308 -0.778
C: 2.032 -2.313 -0.689
C: 2.128 -3.028 0.502
C: 3.117 -4.004 0.620
C: 3.921 -4.364 -0.495
C: 3.546 -3.821 -1.717
C: 2.804 -2.664 -1.788
H: 2.292 0.342 -3.445
H: 0.347 3.240 -4.554
H: 0.629 4.245 -6.910
H: 1.944 3.054 -8.581
H: 3.664 1.577 -7.781
H: 3.553 0.525 -5.557
H: 1.547 -2.814 1.373
H: 3.175 -4.505 1.606
H: 4.666 -5.062 -0.263
H: 4.030 -4.154 -2.667
H: 2.553 -2.114 -2.738
C: -2.437 2.048 -5.667
P: -2.353 0.166 -6.142
C: -2.236 -0.632 -4.491
C: -0.626 -0.094 -6.747
H: -1.721 2.269 -4.823
H: -3.459 2.147 -5.327
H: -2.411 2.721 -6.522
H: -1.428 -0.319 -3.775
H: -2.132 -1.699 -4.724
H: -3.179 -0.456 -4.006
H: 0.141 0.276 -6.066
H: -0.638 0.466 -7.665
H: -0.537 -1.200 -6.879
C: -1.446 -6.167 0.636
C: -2.545 -5.158 0.486
N: -2.121 -3.833 0.110
C: -2.062 -3.555 -1.307
C: -0.748 -3.682 -2.046
C: -1.875 -2.837 1.060
C: -2.211 -2.991 2.497
N: -1.382 -1.697 0.673
H: -1.959 -7.127 0.759
H: -0.879 -5.998 1.573
H: -0.802 -6.272 -0.209
H: -3.109 -5.062 1.424
H: -3.298 -5.489 -0.217
H: -2.441 -2.560 -1.443
H: -2.788 -4.184 -1.842
H: -0.195 -2.692 -2.059
H: -0.904 -3.956 -3.072
H: -0.095 -4.404 -1.568
H: -1.764 -2.133 3.009
H: -1.817 -3.915 2.927
H: -3.300 -3.000 2.601
H: -1.066 -1.468 -0.257

## Properties
* 2S+1: 6
* E_LUMO (alpha / beta): 0.1524 / 0.1524 Ha
* charge: -2
* HOMO energy (alpha / beta): -0.7754 / -1.6476 eV

=====

Entry 3:
Computed, not measured: C42H46MoN12O2S4 as an isolated structure, with the ωB97M-V functional and the def2-TZVPD basis.

Positions of all 107 atoms, in Å:
Mo: -2.009 1.661 -0.922
C: -1.106 5.344 2.980
S: -2.827 4.946 2.630
C: -2.719 3.698 1.442
S: -1.187 3.129 0.880
N: -3.891 3.244 1.074
N: -3.814 2.279 0.111
C: -4.902 1.649 -0.157
C: -4.890 0.703 -1.265
C: -6.040 0.054 -1.678
C: -6.004 -0.700 -2.841
C: -4.824 -0.748 -3.563
C: -3.708 -0.091 -3.072
N: -3.714 0.590 -1.927
H: -1.154 6.139 3.721
H: -0.599 5.711 2.092
H: -0.581 4.491 3.400
H: -5.811 1.892 0.382
H: -6.949 0.164 -1.104
H: -6.888 -1.215 -3.190
H: -4.758 -1.283 -4.499
H: -2.778 -0.111 -3.621
O: -0.815 -5.942 -0.396
N: -0.256 -4.973 -0.846
O: 0.763 -4.983 -1.509
C: -0.828 -3.649 -0.522
C: -1.498 -3.558 0.641
C: -1.997 -2.294 1.087
C: -2.651 -2.127 2.319
C: -3.018 -0.864 2.700
C: -2.769 0.209 1.840
N: -2.213 0.068 0.645
C: -1.787 -1.169 0.296
C: -1.106 -1.285 -0.960
N: -0.983 -0.145 -1.691
C: -0.414 -0.224 -2.887
C: 0.084 -1.416 -3.407
C: -0.007 -2.566 -2.668
C: -0.618 -2.522 -1.399
H: -1.634 -4.440 1.251
H: -2.829 -2.982 2.957
H: -3.496 -0.673 3.650
H: -3.042 1.210 2.142
H: -0.350 0.691 -3.459
H: 0.544 -1.414 -4.384
H: 0.381 -3.496 -3.054
S: -2.936 3.515 -2.177
C: -1.492 4.111 -2.907
N: -1.552 5.289 -3.536
N: -0.609 5.683 -4.338
C: 0.255 4.994 -5.232
C: 0.011 3.708 -5.696
C: 0.856 3.167 -6.649
C: 1.943 3.889 -7.131
C: 2.166 5.179 -6.674
C: 1.317 5.738 -5.733
N: -0.315 3.515 -2.700
N: -0.322 2.513 -1.885
C: 1.028 2.023 -1.685
C: 1.377 1.419 -0.491
C: 2.663 0.924 -0.321
C: 3.591 1.029 -1.344
C: 3.231 1.633 -2.545
C: 1.954 2.131 -2.722
H: -0.625 6.687 -4.471
H: -0.851 3.148 -5.358
H: 0.659 2.175 -7.031
H: 2.600 3.453 -7.869
H: 2.995 5.759 -7.056
H: 1.484 6.749 -5.382
H: 0.669 1.323 0.321
H: 2.920 0.462 0.622
H: 4.594 0.647 -1.209
H: 3.951 1.719 -3.347
H: 1.674 2.609 -3.650
C: 2.874 -2.651 6.365
C: 1.924 -1.615 6.958
C: 1.082 -0.845 5.943
C: 0.059 -1.678 5.175
N: 0.629 -2.498 4.107
C: 1.013 -2.015 2.918
S: 0.654 -0.443 2.403
N: 1.685 -2.861 2.108
C: 2.219 -4.167 2.473
C: 3.294 -4.600 1.483
C: 4.491 -3.653 1.403
C: 5.204 -3.462 2.737
H: 3.596 -2.986 7.108
H: 3.433 -2.236 5.523
H: 2.351 -3.546 6.019
H: 2.510 -0.888 7.522
H: 1.264 -2.100 7.684
H: 1.726 -0.341 5.218
H: 0.532 -0.060 6.467
H: -0.684 -1.025 4.714
H: -0.459 -2.362 5.851
H: 0.963 -3.411 4.369
H: 2.000 -2.443 1.247
H: 1.415 -4.911 2.495
H: 2.652 -4.114 3.476
H: 2.845 -4.724 0.494
H: 3.638 -5.590 1.790
H: 4.181 -2.677 1.014
H: 5.189 -4.057 0.668
H: 4.590 -2.912 3.452
H: 6.129 -2.902 2.609
H: 5.460 -4.423 3.184

## Properties
* energy relative to the best compared isomer or geometry (same formula, charge and spin): 0.0 kcal/mol
* 2S+1: 3
* E_LUMO (alpha / beta): -0.2242 / -0.2461 Ha
* charge: +2
* HOMO energy (alpha / beta): -12.2758 / -12.5174 eV

=====

Entry 4:
Computed, not measured: C42H46N2O4PRbS5 as an isolated structure at a distorted geometry, with the ωB97M-V functional and the def2-TZVPD basis.

Positions of all 101 atoms, in Å:
Rb: 0.766 -1.760 -0.691
C: 2.567 -0.126 1.690
O: 2.289 0.325 0.395
C: 2.952 1.474 -0.017
C: 3.843 2.127 0.832
C: 4.533 3.234 0.424
C: 4.308 3.723 -0.859
C: 3.388 3.094 -1.702
C: 2.704 1.918 -1.304
N: 1.741 1.212 -2.103
N: 1.634 1.670 -3.254
C: 0.702 1.126 -4.128
C: -0.367 0.294 -3.761
O: -0.482 -0.391 -2.722
C: -1.459 0.133 -4.726
C: -1.395 0.675 -5.966
C: -0.260 1.407 -6.443
C: -0.199 1.914 -7.715
C: 0.851 2.779 -8.051
C: 1.819 3.042 -7.112
C: 1.769 2.542 -5.828
C: 0.763 1.669 -5.483
H: 3.587 -0.478 1.742
H: 1.841 -0.955 1.853
H: 2.222 0.564 2.474
H: 4.017 1.763 1.843
H: 5.265 3.673 1.110
H: 4.897 4.598 -1.170
H: 3.286 3.485 -2.717
H: -2.236 -0.515 -4.383
H: -2.193 0.399 -6.701
H: -0.949 1.701 -8.497
H: 0.979 3.150 -9.071
H: 2.694 3.703 -7.312
H: 2.542 2.765 -5.091
C: -4.011 -3.027 -3.852
C: -3.774 -3.307 -2.581
C: -2.734 -4.222 -2.097
C: -2.475 -4.399 -0.831
C: -3.311 -3.848 0.259
C: -4.288 -2.820 -0.262
C: -4.544 -2.568 -1.533
H: -4.636 -2.233 -4.154
H: -3.494 -3.573 -4.641
H: -2.109 -4.650 -2.850
H: -1.620 -4.970 -0.458
H: -3.897 -4.684 0.670
H: -4.695 -2.243 0.554
H: -5.184 -1.756 -1.844
C: -3.403 -0.134 2.217
C: -2.607 1.098 1.803
C: -2.323 0.908 0.326
C: -3.329 2.368 2.135
P: -0.850 0.915 2.546
C: -0.322 2.687 2.354
C: 0.474 3.002 1.263
C: 1.098 4.220 1.090
C: 0.865 5.252 2.013
C: -0.030 5.052 3.074
C: -0.694 3.825 3.180
C: -0.908 0.646 4.379
C: 0.462 1.068 4.879
C: -1.962 1.314 5.299
C: -0.943 -0.900 4.435
H: -4.352 -0.209 1.708
H: -3.644 -0.196 3.348
H: -2.773 -1.036 2.056
H: -3.207 0.915 -0.317
H: -1.873 -0.051 0.144
H: -1.596 1.665 -0.007
H: -4.261 2.365 1.586
H: -2.786 3.251 1.882
H: -3.531 2.445 3.200
H: 0.720 2.194 0.599
H: 1.821 4.391 0.327
H: 1.534 6.125 1.904
H: -0.210 5.884 3.735
H: -1.481 3.689 3.953
H: 0.638 2.139 4.762
H: 1.237 0.540 4.314
H: 0.507 0.754 5.954
H: -1.883 2.408 5.314
H: -1.814 0.981 6.309
H: -3.025 1.068 5.068
H: -0.098 -1.318 3.874
H: -1.906 -1.378 4.157
H: -0.856 -1.279 5.501
C: 2.121 -6.792 -0.249
S: 3.812 -7.293 0.238
C: 4.235 -6.005 1.406
C: 4.351 -4.692 1.068
S: 4.111 -3.760 -0.338
S: 4.981 -3.791 2.532
C: 4.926 -4.996 3.748
S: 5.284 -4.648 5.284
S: 4.523 -6.546 3.073
H: 1.854 -7.361 -1.132
H: 2.211 -5.739 -0.481
H: 1.400 -6.929 0.572
O: -1.638 -2.401 0.657
O: -2.511 -3.348 1.323

## Properties
* energy relative to the best compared isomer or geometry (same formula, charge and spin): 3.5 kcal/mol
* E_LUMO: 0.1355 Ha
* charge: -2
* HOMO energy: -2.3362 eV

=====

Electronic energy values, unit eV, following the record order: -72700.004, -142882.085, -111459.433, -119587.784.